Here is a single C5H5N molecule in a non-equilibrium geometry from OMol25. Energies are from the ωB97M-V functional and the def2-TZVPD basis.

Computed properties:
LUMO, eV: 0.7
HOMO energy, eV: -10.57
Frontier orbital gap, Eh: 0.415
ΔE to the lowest compared entry with this formula, charge and spin, kcal/mol: 105.0

Cartesian coordinates (Å):
C1 2.095 -0.145 0.155
C2 1.557 0.656 0.960
C3 0.377 0.426 -0.246
C4 -0.816 -0.175 0.502
C5 -2.018 -0.226 -0.341
N1 -2.949 -0.250 -1.027
H1 2.614 -0.827 -0.492
H2 0.195 1.452 -0.570
H3 0.531 -0.149 -1.175
H4 -0.570 -1.188 0.838
H5 -1.016 0.425 1.395

natural (NBO) atomic charge list, values in e, 5 entries: -0.242, -0.094, -0.372, -0.517, 0.279